Record 1
ORCA calculation (ωB97M-V/def2-TZVPD) on a molecular structure, C24H36ClF3N4O4S3 at a distorted geometry.

**E_tot**: -92800.713 eV
**Maximum force**: 2.959 eV/A
**LUMO**: -0.9 eV

Last column: Löwdin charge in e.
Element x y z (Å)
S (-2.144, -2.438, -2.846)  0.884
C (0.669, 5.274, 0.727)  -0.276
C (0.782, 5.396, 2.237)  -0.072
N (2.653, 1.025, -4.290)  0.024
H (-2.174, -4.698, -1.890)  0.070
H (-2.454, -0.283, 4.657)  0.076
O (0.574, 3.933, 0.277)  -0.177
C (2.413, -4.871, -3.420)  -0.486
C (-2.964, -1.216, -1.765)  -0.532
H (-3.812, -0.804, -2.348)  0.063
C (1.648, -1.983, -0.033)  -0.210
C (3.501, -2.726, -2.598)  -0.186
C (0.981, -3.350, -2.174)  -0.114
H (-4.172, 4.565, 6.254)  0.077
C (2.309, -3.683, -2.745)  -0.168
H (-2.704, 3.118, 0.466)  0.069
F (2.790, -4.052, 0.221)  0.156
C (1.743, -3.348, 0.694)  -0.537
N (-0.936, -6.356, -3.310)  -0.212
H (-1.522, -0.283, -0.457)  0.050
C (-0.106, -4.174, -2.334)  -0.194
H (2.142, 2.551, -1.518)  0.132
H (-0.456, 2.199, 0.309)  0.106
H (1.125, -1.156, -2.008)  0.136
N (1.385, -6.913, -4.290)  -0.218
H (-1.451, -3.522, -0.731)  0.080
H (1.573, 5.681, 0.270)  0.117
H (-0.168, 5.867, 0.345)  0.108
S (4.854, -0.673, -4.001)  0.969
H (-2.460, 4.354, 6.678)  0.084
C (-1.878, 3.792, 0.232)  -0.077
H (-0.654, 1.352, 4.765)  0.118
C (-0.001, -5.424, -3.046)  -0.307
H (0.162, -1.667, 1.164)  0.096
O (3.490, 1.058, -2.335)  -0.007
H (1.569, 4.744, 2.619)  0.084
H (2.617, -1.479, -0.154)  0.155
H (-1.766, 1.700, 6.076)  0.108
F (2.017, -3.108, 2.010)  0.125
H (4.801, -3.025, -4.317)  0.033
H (-2.863, 4.671, 4.204)  0.115
C (0.855, -2.036, -1.393)  -0.068
N (1.949, 1.912, -3.567)  0.034
C (-2.660, 0.743, 4.348)  -0.078
H (-2.652, 0.907, -1.119)  0.064
C (-1.511, -3.826, -1.789)  -0.380
Cl (3.932, -5.425, -4.146)  0.725
H (-0.202, -1.908, -1.132)  0.059
H (-1.295, 0.179, -2.142)  0.067
C (-1.666, 1.698, 4.985)  -0.277
C (-2.973, 3.697, 4.685)  -0.283
C (2.479, 1.925, -2.349)  -0.143
C (1.291, -5.763, -3.594)  -0.388
F (0.594, -4.048, 0.693)  0.160
H (-0.148, 5.111, 2.733)  0.059
S (-0.149, -7.489, -4.178)  1.011
H (3.229, -1.834, -2.017)  0.070
O (0.884, -1.112, 0.829)  -0.021
O (-1.747, 3.018, 4.477)  -0.177
H (-3.437, -1.676, -0.877)  0.078
H (1.008, 6.426, 2.518)  0.077
C (-0.563, 3.206, 0.717)  -0.268
C (-2.072, 0.008, -1.379)  -0.163
H (3.190, -2.347, -4.731)  0.096
C (-3.306, 3.909, 6.152)  -0.079
H (-3.789, 3.182, 4.167)  0.108
H (-3.542, 2.966, 6.649)  0.067
H (4.324, -3.275, -2.106)  0.124
H (-1.851, 3.961, -0.846)  0.084
C (4.031, -2.296, -4.019)  -0.478
H (-2.088, 4.752, 0.708)  0.066
H (-0.556, 3.105, 1.807)  0.102
C (3.616, 0.499, -3.582)  -0.653
H (-2.608, 0.803, 3.259)  0.075
H (-3.686, 0.978, 4.639)  0.067

=====

Record 2
ORCA calculation (ωB97M-V/def2-TZVPD) on a molecular structure, C9H25FN2O3Si2 at a distorted geometry.

**E_tot**: -37336.067 eV
**Maximum force**: 1.886 eV/A
**LUMO**: 0.5 eV

Last column: Löwdin charge in e.
Element x y z (Å)
Si (5.018, -1.407, 0.112)  0.532
C (2.382, -0.067, 2.051)  -0.059
H (-5.318, 3.970, -3.681)  0.084
H (2.153, 1.017, 2.123)  0.088
F (1.799, -1.923, 0.531)  -0.075
C (-1.873, 2.786, -2.962)  -0.005
Si (4.692, -3.591, 1.957)  0.532
H (-3.890, 3.237, -4.439)  0.074
H (4.833, -4.041, 3.343)  -0.077
H (-4.154, -0.040, 0.835)  0.083
H (5.541, -4.357, 1.018)  -0.068
H (3.291, -3.780, 1.553)  -0.063
H (-1.908, 3.817, -3.319)  0.087
H (5.195, -2.590, -0.758)  -0.033
H (-5.348, 2.261, -4.163)  0.084
H (-2.181, -2.013, 2.830)  0.083
H (-4.964, 2.492, -1.733)  0.141
H (-3.068, -0.337, -0.538)  0.071
C (-3.198, -0.475, 0.536)  -0.088
C (-4.720, 3.060, -3.763)  -0.074
C (2.239, -0.585, 0.597)  -0.423
N (-4.269, 2.679, -2.438)  0.010
H (3.168, -0.687, -1.349)  0.080
O (-2.788, 2.201, -0.832)  0.021
H (3.387, -0.220, 2.501)  0.067
C (-1.233, -1.740, 2.364)  -0.010
H (-2.060, 1.228, 1.067)  0.113
C (-2.995, 2.531, -1.992)  -0.534
O (5.097, -1.935, 1.739)  -0.524
O (-0.369, 0.483, 2.565)  0.006
H (-1.937, 2.095, -3.804)  0.087
C (3.484, -0.367, -0.319)  -0.252
C (-1.204, -0.262, 2.067)  -0.540
H (-3.199, -1.537, 0.766)  0.073
H (3.690, 0.726, -0.415)  0.088
H (-0.427, -1.982, 3.052)  0.079
H (6.206, -0.560, -0.137)  -0.037
H (1.672, -0.635, 2.689)  0.068
N (-2.140, 0.234, 1.220)  0.014
H (1.407, 0.003, 0.137)  0.131
H (-1.087, -2.312, 1.446)  0.083
H (-0.923, 2.627, -2.457)  0.085

=====

Record 3
ORCA calculation (ωB97M-V/def2-TZVPD) on 2 unconnected molecules or ions with the total composition C20H21N2O2 at a distorted geometry.

**Total charge**: +1
**E_tot**: -28145.995 eV
**Maximum force**: 2.535 eV/A
**LUMO**: -5.1 eV

Last column: Löwdin charge in e.
Element x y z (Å)
H (-6.932, 1.900, 2.176)  0.105
H (-2.780, -0.657, 1.313)  0.119
C (3.402, -0.677, 1.861)  -0.211
N (2.446, 1.235, -2.108)  0.187
H (5.737, 1.915, 1.617)  0.105
C (-3.439, -0.177, 0.597)  -0.001
H (2.680, -0.720, 1.081)  0.070
H (-5.040, 0.141, 2.011)  0.112
H (-5.848, 1.275, -2.057)  0.133
C (-4.717, 0.251, 0.979)  0.016
H (-7.348, 0.136, 2.068)  0.098
H (0.317, -2.837, -2.056)  0.137
C (-5.137, 0.943, -1.304)  0.027
C (-7.438, 1.121, 1.579)  -0.040
C (-2.968, 0.054, -0.692)  -0.211
C (1.129, 1.630, -2.345)  -0.449
C (-0.963, 0.771, -1.826)  0.054
C (5.448, -2.252, 1.629)  -0.112
H (7.528, -1.919, 1.381)  0.104
C (4.136, 0.595, 1.654)  -0.101
C (6.575, -1.392, 1.468)  -0.091
C (-5.616, 0.778, 0.014)  -0.241
H (2.773, -0.628, 2.773)  0.123
H (7.543, 0.486, 1.444)  0.104
H (-1.389, 1.768, -1.713)  0.166
H (3.462, 1.456, 1.710)  0.100
H (3.467, -2.816, 1.996)  0.103
C (0.362, -0.880, -2.982)  0.068
O (0.710, 2.780, -2.280)  0.082
H (2.577, 0.263, -1.835)  0.102
C (-3.805, 0.712, -1.609)  -0.005
O (-6.933, 1.085, 0.219)  -0.076
N (-1.613, -0.200, -1.085)  0.018
C (6.576, -0.021, 1.484)  -0.096
H (-1.210, -2.048, -0.129)  0.152
H (-3.449, 1.009, -2.598)  0.128
H (0.927, -1.137, -3.878)  0.140
H (5.701, -3.322, 1.690)  0.107
H (2.916, 1.867, -1.463)  0.120
C (-0.083, -1.811, -2.011)  0.009
H (-8.483, 1.386, 1.422)  0.098
C (0.167, 0.474, -2.560)  -0.083
C (5.460, 0.856, 1.576)  -0.111
C (4.140, -1.971, 1.798)  -0.089
C (-0.988, -1.425, -1.008)  0.029